No. 1
{"formula": "C14H23N3O5Rb", "method": "ωB97M-V/def2-TZVPD", "multiplicity": 1, "largest_force_ev_per_a": 4.26, "lumo_ev": [-3.38, -3.39], "total_charge": 1, "gap_ev": [7.10, 7.09], "species": ["C", "C", "H", "H", "C", "C", "H", "H", "C", "H", "H", "H", "C", "H", "H", "H", "Rb", "O", "C", "O", "C", "O", "N", "C", "C", "H", "H", "H", "H", "C", "C", "H", "H", "H", "C", "O", "C", "O", "N", "N", "H", "H", "H", "H", "H", "H"], "positions_angstrom": [[2.114, 7.147, -1.388], [1.330, 8.262, -1.766], [3.085, 7.392, -0.949], [1.827, 6.148, -1.999], [-0.101, 8.098, -1.857], [-0.654, 6.890, -1.482], [-0.141, 5.943, -1.686], [-1.739, 6.834, -1.286], [1.928, 9.652, -2.024], [2.973, 9.698, -1.692], [1.411, 10.461, -1.450], [1.974, 9.998, -3.102], [-0.968, 9.241, -2.388], [-0.682, 9.532, -3.414], [-0.834, 10.143, -1.760], [-2.047, 8.988, -2.413], [0.660, 0.461, -0.980], [0.680, 3.329, -0.626], [0.092, 4.203, 0.084], [-0.813, 1.293, 0.665], [-1.287, 2.314, 1.186], [-2.182, 2.228, 2.204], [-0.899, 3.672, 1.035], [-2.465, 3.542, 2.809], [-1.622, 4.508, 2.062], [-2.172, 3.513, 3.852], [-3.514, 3.817, 2.710], [-0.853, 4.962, 2.689], [-2.181, 5.267, 1.518], [0.478, 5.582, 0.322], [1.815, 6.021, 0.131], [-0.029, 6.279, 0.911], [2.473, 5.384, -0.479], [2.168, 6.399, 1.106], [0.093, -5.010, -1.480], [0.964, -4.513, -0.403], [0.747, -3.174, -0.192], [-0.022, -2.426, -0.784], [1.515, -2.813, 0.892], [1.515, -1.411, 1.195], [0.427, -6.044, -1.558], [0.303, -4.476, -2.441], [-0.974, -4.983, -1.154], [2.376, -3.327, 1.022], [0.584, -1.198, 1.571], [2.161, -1.274, 1.975]], "nbo_charge": [-0.4517, 0.0796, 0.2440, 0.2574, -0.0806, -0.2831, 0.2167, 0.2089, -0.6651, 0.2295, 0.2312, 0.2510, -0.6381, 0.2376, 0.2238, 0.2276, 0.9765, -0.6736, 0.6626, -0.7006, 0.9321, -0.4685, -0.4859, -0.0844, -0.2381, 0.2092, 0.2103, 0.2173, 0.2136, -0.4164, -0.3557, 0.2318, 0.2307, 0.2400, -0.2670, -0.5088, 0.8734, -0.6805, -0.4849, -0.6881, 0.2065, 0.2008, 0.2045, 0.4078, 0.3732, 0.3736]}

No. 2
{"formula": "C14H23N3O5S", "method": "ωB97M-V/def2-TZVPD", "relative_energy_kj_mol": 229.9, "multiplicity": 1, "largest_force_ev_per_a": 1.21, "lumo_ev": 0.34, "gap_ev": 9.43, "species": ["N", "C", "N", "N", "C", "C", "C", "C", "O", "S", "O", "O", "C", "C", "C", "O", "O", "H", "H", "H", "H", "H", "H", "H", "H", "H", "H", "H", "H", "H", "H", "H", "H", "H", "C", "C", "C", "C", "C", "C", "H", "H", "H", "H", "H", "H"], "positions_angstrom": [[0.810, 3.054, 5.356], [-0.416, 2.746, 5.231], [-0.839, 1.467, 5.618], [-1.393, 3.655, 4.721], [-1.667, 3.392, 3.290], [-0.653, 4.035, 2.354], [-0.676, 3.300, 1.000], [0.148, 2.044, 1.136], [-0.085, 1.172, -0.005], [1.119, 0.063, -0.036], [2.220, 0.666, -0.734], [0.489, -0.984, -1.113], [0.228, -2.295, -0.600], [1.267, -2.874, 0.346], [2.650, -2.940, -0.276], [2.867, -2.834, -1.457], [3.663, -3.124, 0.619], [0.927, 4.013, 5.044], [-1.726, 1.492, 6.104], [-0.136, 1.104, 6.246], [-2.256, 3.417, 5.199], [-2.645, 3.812, 3.067], [-1.729, 2.322, 3.083], [0.349, 3.883, 2.752], [-0.852, 5.091, 2.225], [-1.699, 2.987, 0.792], [-0.300, 3.921, 0.197], [-0.087, 1.484, 2.039], [1.207, 2.301, 1.157], [0.212, -2.939, -1.473], [-0.758, -2.376, -0.145], [0.982, -3.919, 0.504], [1.282, -2.428, 1.333], [3.388, -3.741, 1.303], [-1.581, -2.686, -6.260], [-0.442, -3.445, -6.490], [0.649, -3.337, -5.639], [0.599, -2.475, -4.552], [-0.542, -1.719, -4.321], [-1.631, -1.821, -5.176], [-2.431, -2.769, -6.926], [-0.405, -4.122, -7.335], [1.539, -3.924, -5.823], [1.449, -2.391, -3.885], [-0.578, -1.048, -3.472], [-2.518, -1.227, -4.997]], "nbo_charge": [-0.7016, 0.5556, -0.8317, -0.6484, -0.2154, -0.4101, -0.4122, -0.0931, -0.7097, 1.7282, -0.9197, -0.6925, -0.0745, -0.5799, 0.7882, -0.5356, -0.6846, 0.3482, 0.3654, 0.3930, 0.3539, 0.2006, 0.1758, 0.2058, 0.2187, 0.2050, 0.2240, 0.1807, 0.1942, 0.2218, 0.1878, 0.2432, 0.2379, 0.4830, -0.2176, -0.2221, -0.2216, -0.1691, -0.2298, -0.2207, 0.2092, 0.2095, 0.2097, 0.2208, 0.2208, 0.2091]}

No. 3
{"formula": "C14H23OTb", "method": "ωB97M-V/def2-TZVPD", "multiplicity": 7, "largest_force_ev_per_a": 6.03, "lumo_ev": [-8.72, -8.48], "total_charge": 2, "gap_ev": [7.15, 7.36], "species": ["C", "H", "H", "H", "C", "H", "H", "C", "H", "H", "H", "C", "C", "C", "C", "C", "C", "C", "C", "C", "C", "Tb", "H", "H", "H", "H", "H", "H", "H", "H", "H", "H", "H", "H", "H", "H", "H", "O", "C"], "positions_angstrom": [[1.604, -1.982, 0.999], [1.793, -2.786, 1.722], [1.184, -2.484, 0.091], [0.758, -1.376, 1.564], [2.895, -1.202, 0.711], [2.818, -0.597, -0.227], [3.093, -0.486, 1.521], [4.104, -2.151, 0.569], [5.026, -1.589, 0.384], [4.227, -2.728, 1.493], [3.963, -2.858, -0.257], [-1.249, 0.881, -1.368], [-0.032, 0.795, -2.129], [0.259, -0.602, -2.329], [-0.763, -1.369, -1.668], [-1.690, -0.448, -1.071], [-2.980, -0.790, -0.415], [-0.933, -2.842, -1.786], [1.393, -1.171, -3.106], [0.830, 1.951, -2.502], [-1.928, 2.146, -0.966], [0.551, -0.121, 0.004], [-1.741, -3.199, -1.141], [-1.183, -3.134, -2.819], [-0.022, -3.387, -1.514], [-3.028, -1.851, -0.156], [-3.144, -0.218, 0.503], [-3.832, -0.580, -1.080], [-1.208, 2.947, -0.745], [-2.566, 2.497, -1.797], [-2.572, 2.018, -0.086], [1.869, 1.650, -2.689], [0.453, 2.419, -3.422], [0.845, 2.734, -1.729], [1.866, -2.022, -2.593], [1.047, -1.542, -4.083], [2.169, -0.419, -3.290], [-1.131, 1.764, 2.697], [-0.596, 1.095, 1.921]], "mulliken_spin": [0.0005, -0.0001, 0.0014, -0.0012, -0.0020, -0.0037, -0.0017, -0.0023, 0.0000, -0.0004, -0.0002, 0.0070, -0.0179, -0.0009, -0.0160, -0.0496, -0.0010, -0.0065, 0.0095, -0.0242, 0.0098, 6.1276, -0.0003, 0.0002, -0.0016, 0.0012, -0.0009, -0.0022, -0.0021, -0.0008, 0.0010, 0.0001, -0.0026, 0.0021, 0.0012, -0.0037, -0.0002, 0.0037, -0.0232]}

No. 4
{"formula": "C14H24BBr4F5O2", "method": "ωB97M-V/def2-TZVPD", "multiplicity": 1, "largest_force_ev_per_a": 4.03, "lumo_ev": 0.26, "gap_ev": 10.00, "species": ["C", "C", "O", "C", "O", "C", "C", "C", "B", "C", "C", "F", "C", "F", "F", "C", "F", "F", "H", "H", "H", "H", "H", "H", "H", "H", "H", "H", "H", "H", "H", "H", "H", "H", "Br", "C", "C", "Br", "H", "H", "H", "H", "Br", "C", "C", "Br", "H", "H", "H", "H"], "positions_angstrom": [[3.661, 0.896, 1.997], [3.012, -0.060, 0.995], [1.601, -0.100, 1.236], [0.852, 0.302, 0.230], [1.155, 1.121, -0.544], [-0.506, -0.353, 0.167], [-1.642, 0.667, 0.275], [-3.029, 0.072, -0.074], [-3.892, -0.252, 1.177], [-3.446, -1.359, 2.249], [-2.958, -2.626, 1.607], [-2.480, -0.763, 3.057], [-5.316, 0.454, 1.496], [-6.281, -0.425, 1.211], [-5.364, 0.692, 2.809], [-5.617, 1.733, 0.761], [-4.656, 2.608, 0.909], [-5.846, 1.462, -0.505], [2.908, 1.615, 2.269], [4.522, 1.373, 1.569], [3.900, 0.339, 2.885], [3.267, 0.180, -0.021], [3.419, -1.042, 1.192], [-0.581, -1.010, 1.021], [-0.571, -0.895, -0.758], [-1.592, 1.117, 1.255], [-1.433, 1.434, -0.449], [-2.854, -0.869, -0.582], [-3.516, 0.739, -0.766], [-4.274, -1.619, 2.889], [-2.813, -3.386, 2.356], [-3.700, -2.980, 0.911], [-2.028, -2.510, 1.078], [-6.534, 2.158, 1.149], [-1.822, -1.190, -3.563], [-0.753, 0.034, -4.636], [0.170, 0.868, -3.788], [-0.774, 2.296, -2.873], [-1.450, 0.632, -5.212], [-0.181, -0.603, -5.306], [0.904, 1.369, -4.415], [0.683, 0.296, -3.021], [5.471, -1.852, 0.266], [6.601, -0.694, -0.816], [7.596, 0.055, 0.025], [6.717, 1.497, 0.997], [5.934, -0.035, -1.361], [7.111, -1.351, -1.515], [8.345, 0.535, -0.600], [8.084, -0.567, 0.766]], "nbo_charge": [-0.6394, -0.0777, -0.5092, 0.8192, -0.6066, -0.5124, -0.3721, -0.8377, 0.9046, -0.1252, -0.6369, -0.3636, 0.3275, -0.3241, -0.3250, 0.5258, -0.3147, -0.3205, 0.2176, 0.2156, 0.2051, 0.1898, 0.1858, 0.2193, 0.2278, 0.2085, 0.2338, 0.2475, 0.2446, 0.1725, 0.2188, 0.2190, 0.2139, 0.1253, -0.0230, -0.4405, -0.4543, 0.0039, 0.2324, 0.2267, 0.2294, 0.2392, -0.0075, -0.4469, -0.4463, 0.0018, 0.2314, 0.2311, 0.2317, 0.2339]}